DFT (ωB97M-V/def2-TZVPD) results for a 10-piece molecular cluster, C25H45N5O15 overall in a non-equilibrium geometry.

The calculation puts the lowest unoccupied orbital energy at 0.4 eV. The calculation puts the gap between HOMO and LUMO at 10.462 eV. As for the total energy: -2381.90791 Eh. Its structure (SMILES) is COC(=O)OC.COC(=O)OC.COC(=O)OC.COC(=O)OC.COC(=O)OC.CC#N.CC#N.CC#N.CC#N.CC#N. The value obtained for the energy relative to the best compared isomer or geometry (same formula, charge and spin) is 151.53 kJ/mol.

Element x y z (Å)
C 17.868 -20.453 -11.145
O 17.993 -21.335 -10.006
C 16.842 -21.717 -9.416
O 15.754 -21.425 -9.763
O 17.165 -22.462 -8.397
C 16.065 -23.218 -7.843
H 17.827 -21.055 -12.039
H 18.716 -19.768 -11.042
H 16.929 -19.881 -11.102
H 16.466 -23.938 -7.126
H 15.484 -23.680 -8.644
H 15.284 -22.608 -7.349
C 7.326 -20.915 -1.841
O 8.346 -20.277 -2.604
C 8.271 -18.956 -2.583
O 7.417 -18.368 -1.960
O 9.206 -18.429 -3.368
C 9.173 -16.996 -3.512
H 7.374 -20.625 -0.831
H 7.480 -22.038 -1.810
H 6.390 -20.737 -2.259
H 8.128 -16.604 -3.559
H 9.609 -16.755 -4.549
H 9.774 -16.471 -2.758
C 2.287 -20.506 -3.688
O 3.720 -20.566 -3.873
C 4.096 -20.725 -5.147
O 3.401 -20.918 -6.052
O 5.420 -20.637 -5.223
C 5.992 -20.781 -6.508
H 1.921 -19.570 -4.017
H 2.156 -20.552 -2.621
H 1.859 -21.375 -4.161
H 5.792 -21.807 -6.824
H 7.064 -20.658 -6.397
H 5.656 -19.990 -7.191
C 11.315 -20.528 -4.323
O 12.230 -21.573 -4.722
C 12.017 -22.253 -5.803
O 12.946 -22.918 -6.259
O 10.752 -22.274 -6.234
C 10.462 -22.823 -7.562
H 11.579 -20.102 -3.377
H 10.304 -20.983 -4.186
H 11.256 -19.692 -5.035
H 9.432 -22.665 -7.798
H 10.615 -23.891 -7.553
H 11.122 -22.391 -8.309
C 13.731 -18.855 -7.933
O 12.538 -18.511 -7.240
C 11.403 -18.703 -7.960
O 11.415 -18.978 -9.153
O 10.426 -18.415 -7.151
C 9.072 -18.710 -7.610
H 14.453 -19.086 -7.122
H 14.093 -17.966 -8.505
H 13.491 -19.666 -8.614
H 8.785 -18.128 -8.443
H 8.424 -18.655 -6.753
H 9.113 -19.744 -7.941
C 10.608 -15.840 -11.569
C 10.029 -15.369 -10.339
N 9.525 -15.020 -9.353
H 10.085 -15.532 -12.466
H 10.631 -16.954 -11.576
H 11.678 -15.578 -11.541
C 7.537 -13.689 -6.839
C 7.478 -15.058 -6.383
N 7.441 -16.147 -6.100
H 7.837 -13.105 -5.976
H 6.514 -13.389 -7.134
H 8.303 -13.526 -7.626
C 7.253 -20.268 -11.123
C 7.853 -21.443 -10.422
N 8.296 -22.278 -9.772
H 7.077 -20.391 -12.195
H 7.905 -19.407 -10.915
H 6.337 -20.022 -10.633
C 14.983 -17.915 -12.066
C 14.055 -18.855 -12.587
N 13.193 -19.449 -13.125
H 15.879 -17.795 -12.656
H 15.197 -18.344 -11.087
H 14.476 -16.932 -12.102
C 11.139 -22.128 -12.229
C 10.403 -20.866 -12.407
N 9.759 -19.892 -12.460
H 12.224 -21.905 -12.285
H 10.908 -22.814 -13.070
H 10.775 -22.688 -11.383


DFT (ωB97M-V/def2-TZVPD) results for a 2-piece molecular cluster, C12H29BrClFN3O4P overall in a non-equilibrium geometry.

The calculation puts the lowest unoccupied orbital energy at -1.6 eV. The calculation puts the gap between HOMO and LUMO at 6.165 eV. As for the total energy: -4415.04299 Eh.

Element x y z (Å)
C -1.482 -3.208 3.676
C -2.225 -3.563 2.258
P -3.519 -2.213 1.734
F -4.327 -3.461 0.817
Cl -4.808 -2.757 3.388
Br -2.264 -1.813 -0.139
N -4.858 -1.103 1.195
C -5.028 -1.299 -0.161
O -5.293 -1.170 -1.474
O -2.742 -1.039 2.694
C -2.550 0.275 2.215
C -0.902 0.573 2.177
N -0.455 0.918 0.764
C -0.388 2.410 0.526
C -1.330 2.882 -0.730
C -1.573 1.713 -1.876
O -2.677 3.195 -0.150
H -2.219 -2.934 4.543
H -0.874 -4.164 4.049
H -0.653 -2.361 3.537
H -1.375 -3.616 1.427
H -2.723 -4.638 2.287
H -2.950 1.045 3.038
H -2.955 0.648 1.205
H -0.378 -0.442 2.466
H -0.650 1.440 2.959
H 0.518 0.565 0.637
H -0.596 3.064 1.491
H 0.735 2.652 0.213
H -0.957 3.839 -1.295
H -0.685 0.944 -1.955
H -1.613 2.265 -2.931
H -2.622 1.225 -1.694
H -2.577 4.182 0.095
C 2.554 -0.617 -2.340
C 2.874 0.769 -1.799
C 4.028 1.464 -2.535
O 5.280 0.888 -2.139
C 5.746 -0.147 -3.005
N 3.285 0.623 -0.366
H 3.317 -1.356 -2.079
H 1.605 -0.978 -1.926
H 2.455 -0.598 -3.430
H 1.973 1.392 -1.816
H 4.063 2.513 -2.214
H 3.893 1.469 -3.622
H 5.367 -0.044 -4.027
H 5.457 -1.116 -2.595
H 6.840 -0.104 -3.028
H 2.687 -0.011 0.173
H 3.316 1.533 0.112
H 4.255 0.266 -0.349


DFT (ωB97M-V/def2-TZVPD) results for one molecule with the formula CH2N2OS in a non-equilibrium geometry.

The calculation puts the lowest unoccupied orbital energy at 0.7 eV. The calculation puts the gap between HOMO and LUMO at 9.622 eV. As for the total energy: -622.07553 Eh. Its structure (SMILES) is S=c1[nH]o[nH]1. The value obtained for the energy relative to the best compared isomer or geometry (same formula, charge and spin) is 268.10 kJ/mol.

Element x y z (Å)
S -0.818 -2.046 -0.657
C -0.329 -0.589 -0.205
N -0.629 0.509 0.962
O 0.437 1.291 0.321
N 0.527 0.355 -0.661
H -0.098 0.173 1.835
H 0.909 0.308 -1.594


DFT (ωB97M-V/def2-TZVPD) results for one molecule with the formula C4H9N3S in a non-equilibrium geometry.

The calculation puts the lowest unoccupied orbital energy at 0.6 eV. The calculation puts the gap between HOMO and LUMO at 9.448 eV. As for the total energy: -720.25100 Eh. Its structure (SMILES) is [H]/N=C/N/C=N\CCS. The value obtained for the energy relative to the best compared isomer or geometry (same formula, charge and spin) is 58.68 kJ/mol.

Element x y z (Å)
H 4.491 -0.955 -0.172
N 3.473 -1.001 0.040
C 2.871 0.007 -0.451
N 1.512 0.202 -0.278
C 0.683 -0.677 0.398
N -0.564 -0.555 0.591
C -1.226 0.617 0.038
C -2.723 0.560 0.336
S -3.537 -0.874 -0.438
H 3.351 0.796 -1.028
H 1.135 1.042 -0.691
H 1.190 -1.519 0.801
H -1.075 0.650 -1.065
H -0.804 1.535 0.474
H -2.876 0.518 1.413
H -3.210 1.446 -0.045
H -2.691 -1.790 0.078


DFT (ωB97M-V/def2-TZVPD) results for C16H17Cl2F5O3Os as an isolated structure in a non-equilibrium geometry.

The calculation puts the lowest unoccupied orbital energy (alpha / beta) at 4.3 / 4.2 eV. The calculation puts the gap between HOMO and LUMO (alpha / beta) at 4.235 / 5.099 eV. As for the total energy: -2355.90962 Eh. As for the net charge: -2. Its multiplicity is 5. The value obtained for the energy relative to the best compared isomer or geometry (same formula, charge and spin) is 0.00 kJ/mol.

Element x y z (Å)
C 1.428 1.716 -1.953
C 0.941 2.252 -0.693
C -0.463 1.978 -0.601
C 1.796 2.935 0.330
C -0.874 1.288 -1.814
C 0.299 1.142 -2.665
C 0.283 0.671 -4.078
C 2.790 1.922 -2.536
C -1.359 2.331 0.550
C -2.282 0.999 -2.244
Os 0.689 -0.150 -1.196
Cl 0.364 0.039 2.573
Cl 2.711 -0.417 0.001
O -0.960 -0.920 -0.590
H 2.757 2.436 0.427
H 1.302 2.859 1.298
H 1.944 3.979 0.040
H -0.812 2.090 1.472
H -2.231 1.680 0.519
H -1.640 3.388 0.486
H -2.852 0.687 -1.365
H -2.245 0.166 -2.938
H -2.735 1.887 -2.713
H -0.593 0.030 -4.258
H 1.204 0.124 -4.325
H 0.225 1.550 -4.739
H 3.553 1.942 -1.746
H 2.836 2.859 -3.118
H 3.014 1.097 -3.215
H -0.725 -1.688 0.089
O 1.397 -1.379 -2.505
H 2.151 -1.639 -1.856
F -1.226 -3.273 6.344
C -1.101 -3.189 5.004
C -0.199 -4.036 4.341
F 0.565 -4.886 5.052
C -0.057 -3.978 2.973
F 0.850 -4.757 2.345
C -0.831 -3.060 2.171
O -0.668 -2.992 0.921
C -1.847 -2.304 2.882
F -2.650 -1.499 2.179
C -1.926 -2.339 4.253
F -2.823 -1.544 4.896


DFT (ωB97M-V/def2-TZVPD) results for an isolated ion of composition C7H15N2 and charge +1 in a non-equilibrium geometry.

The calculation puts the lowest unoccupied orbital energy (alpha / beta) at -4.5 / -3.3 eV. The calculation puts the gap between HOMO and LUMO (alpha / beta) at 6.561 / 8.729 eV. As for the total energy: -384.84488 Eh. As for the net charge: +1. The value obtained for the energy relative to the best compared isomer or geometry (same formula, charge and spin) is 398.78 kJ/mol.

Element x y z (Å)
C 0.162 -0.581 -1.569
C -2.200 -0.009 -1.097
C 0.507 -0.576 -0.030
C -0.315 0.425 0.859
C 2.034 -0.406 0.169
C -1.129 -0.158 2.007
C 0.010 1.805 0.854
N -1.094 -0.306 -1.914
N 1.055 -1.158 -2.453
H -2.199 -0.452 -0.127
H -2.892 0.620 -1.636
H 0.123 -1.667 0.219
H 2.107 0.625 -0.235
H 2.661 -1.104 -0.299
H 2.302 -0.345 1.280
H -0.295 -0.254 2.782
H -1.435 -1.170 1.916
H -1.826 0.649 2.333
H 0.585 2.222 0.036
H 0.686 2.047 1.720
H -1.062 2.441 1.019
H -1.302 -0.160 -2.936
H 2.046 -1.206 -2.087
H 0.830 -1.533 -3.422